# C45H105N15O15

15 unconnected molecules or ions with the total composition C45H105N15O15 (wB97M-V/def2-TZVPD, the Open Molecules 2025 dataset).

XYZ file:
```
180
Properties=species:S:1:pos:R:3:lowdin_charge:R:1
C -0.049 3.923 -4.724 0.00
C 0.273 3.767 -6.196 -0.54
O 1.367 3.366 -6.541 0.04
N -0.729 4.083 -7.072 0.00
C -0.512 3.990 -8.506 -0.08
H 0.582 4.681 -4.264 0.09
H -0.041 2.978 -4.185 0.05
H -1.090 4.244 -4.608 0.07
H -1.419 4.750 -6.774 0.12
H -0.091 3.018 -8.771 0.08
H 0.207 4.770 -8.763 0.09
H -1.452 3.984 -9.053 0.08
C 5.164 1.747 -4.223 0.00
C 4.877 2.907 -3.281 -0.54
O 5.666 3.847 -3.258 0.02
N 3.734 2.918 -2.573 0.03
C 2.691 1.912 -2.608 -0.07
H 4.519 1.746 -5.100 0.07
H 5.158 0.807 -3.665 0.08
H 6.171 1.824 -4.629 0.08
H 3.530 3.751 -2.030 0.10
H 2.202 1.979 -3.587 0.06
H 1.938 2.123 -1.851 0.07
H 3.085 0.904 -2.468 0.08
C -4.434 4.294 3.966 0.00
C -2.968 4.504 3.631 -0.55
O -2.355 5.461 4.081 0.02
N -2.358 3.521 2.940 0.03
C -2.919 2.329 2.332 -0.09
H -4.605 3.809 4.925 0.09
H -4.958 3.726 3.194 0.06
H -4.917 5.270 3.976 0.08
H -1.353 3.596 2.852 0.10
H -3.639 2.589 1.554 0.09
H -3.364 1.686 3.096 0.04
H -2.146 1.736 1.841 0.07
C -2.704 -3.390 0.983 0.02
C -1.835 -3.754 2.176 -0.51
O -1.690 -2.988 3.128 0.00
N -1.143 -4.896 2.092 0.03
C 0.037 -5.179 2.872 -0.06
H -2.644 -4.183 0.239 0.06
H -2.338 -2.447 0.577 0.08
H -3.735 -3.265 1.312 0.08
H -1.371 -5.535 1.350 0.13
H 0.909 -4.680 2.436 0.09
H 0.371 -6.217 2.878 0.09
H -0.153 -4.857 3.891 0.07
C 2.245 0.325 -6.387 0.00
C 1.994 -0.983 -5.630 -0.53
O 2.972 -1.673 -5.371 0.02
N 0.738 -1.323 -5.291 0.03
C -0.441 -0.514 -5.659 -0.07
H 3.151 0.263 -6.976 0.09
H 2.323 1.101 -5.625 0.05
H 1.432 0.660 -7.032 0.06
H 0.533 -2.222 -4.894 0.08
H -0.281 0.535 -5.430 0.07
H -1.338 -0.881 -5.166 0.06
H -0.573 -0.667 -6.733 0.09
C -4.415 0.723 -5.001 0.00
C -3.613 1.566 -4.029 -0.53
O -2.413 1.742 -4.184 0.03
N -4.284 1.993 -2.932 0.01
C -3.660 2.748 -1.862 -0.06
H -3.865 -0.152 -5.331 0.07
H -4.672 1.353 -5.856 0.09
H -5.358 0.372 -4.575 0.07
H -5.253 1.761 -2.825 0.12
H -3.975 3.792 -1.879 0.08
H -2.577 2.676 -1.810 0.07
H -3.933 2.315 -0.896 0.07
C 3.245 -3.519 -2.413 0.02
C 3.451 -2.916 -1.036 -0.50
O 2.563 -2.339 -0.407 -0.01
N 4.634 -3.167 -0.445 0.02
C 4.871 -2.931 0.959 -0.06
H 4.210 -3.609 -2.905 0.09
H 2.575 -2.859 -2.959 0.06
H 2.752 -4.483 -2.309 0.08
H 5.347 -3.601 -1.003 0.13
H 5.645 -3.570 1.378 0.09
H 3.945 -3.095 1.510 0.07
H 5.174 -1.900 1.162 0.08
C 3.571 3.989 1.750 0.01
C 2.554 4.199 0.632 -0.53
O 2.949 4.689 -0.421 0.01
N 1.298 3.795 0.876 0.04
C 0.234 3.835 -0.116 -0.06
H 3.128 3.708 2.706 0.06
H 4.126 4.925 1.824 0.09
H 4.341 3.258 1.501 0.08
H 1.035 3.502 1.814 0.07
H -0.671 4.373 0.171 0.08
H -0.113 2.803 -0.247 0.06
H 0.635 4.218 -1.050 0.08
C -2.749 -1.340 6.155 0.00
C -3.664 -0.659 5.168 -0.55
O -4.714 -0.126 5.528 0.03
N -3.357 -0.792 3.874 0.03
C -4.143 -0.236 2.795 -0.09
H -3.325 -1.624 7.035 0.09
H -1.889 -0.727 6.429 0.06
H -2.348 -2.303 5.822 0.07
H -2.661 -1.482 3.595 0.08
H -4.797 -1.022 2.403 0.09
H -3.508 0.101 1.972 0.06
H -4.729 0.613 3.132 0.08
C -4.363 -0.977 -1.391 0.02
C -4.130 -2.145 -2.330 -0.52
O -3.536 -2.046 -3.390 0.02
N -4.613 -3.333 -1.896 0.01
C -4.519 -4.549 -2.701 -0.05
H -4.598 -1.280 -0.371 0.06
H -5.089 -0.232 -1.704 0.07
H -3.391 -0.473 -1.337 0.07
H -5.228 -3.350 -1.103 0.13
H -3.500 -4.928 -2.601 0.07
H -4.779 -4.351 -3.737 0.09
H -5.139 -5.327 -2.261 0.09
C -0.427 -0.078 -2.281 0.01
C -0.542 -0.050 -0.794 -0.54
O -1.493 0.558 -0.264 -0.03
N 0.284 -0.799 -0.061 0.05
C 0.117 -0.904 1.374 -0.06
H -1.360 -0.424 -2.730 0.07
H 0.393 -0.706 -2.632 0.07
H -0.329 0.953 -2.625 0.08
H 1.173 -1.186 -0.382 0.08
H 0.694 -0.070 1.786 0.07
H 0.520 -1.830 1.779 0.08
H -0.921 -0.792 1.673 0.07
C 3.187 0.581 2.653 0.02
C 4.568 0.612 3.258 -0.55
O 5.515 0.961 2.551 0.02
N 4.693 0.283 4.553 0.02
C 6.005 0.233 5.168 -0.07
H 2.434 0.467 3.443 0.05
H 3.080 -0.284 1.992 0.08
H 2.922 1.467 2.084 0.06
H 3.885 0.075 5.132 0.07
H 6.013 0.192 6.254 0.08
H 6.573 1.112 4.862 0.08
H 6.516 -0.663 4.805 0.08
C 1.330 -2.450 4.823 0.01
C 1.657 -1.656 6.072 -0.55
O 2.641 -0.927 6.100 0.01
N 0.786 -1.761 7.092 0.03
C 0.887 -1.010 8.333 -0.06
H 0.364 -2.104 4.445 0.06
H 1.277 -3.530 4.940 0.07
H 2.090 -2.205 4.084 0.09
H -0.006 -2.374 7.012 0.13
H -0.006 -0.394 8.438 0.08
H 1.805 -0.436 8.396 0.08
H 0.917 -1.703 9.177 0.09
C 0.155 0.683 4.589 0.02
C 0.759 2.069 4.451 -0.50
O 0.640 2.609 3.352 -0.01
N 1.400 2.678 5.461 0.06
C 1.711 2.019 6.719 -0.06
H -0.887 0.789 4.908 0.09
H 0.526 0.054 5.409 0.04
H 0.262 0.065 3.704 0.05
H 1.703 3.619 5.272 0.15
H 2.649 1.455 6.678 0.07
H 0.905 1.340 6.973 0.06
H 1.894 2.773 7.483 0.09
C -0.383 -3.935 -2.105 0.02
C -0.275 -4.123 -3.598 -0.57
O 0.661 -4.714 -4.125 0.04
N -1.293 -3.631 -4.336 0.01
C -1.315 -3.796 -5.783 -0.07
H -1.448 -4.029 -1.881 0.05
H 0.010 -2.950 -1.855 0.07
H 0.185 -4.744 -1.655 0.09
H -2.067 -3.125 -3.916 0.07
H -0.360 -3.470 -6.187 0.08
H -2.126 -3.318 -6.330 0.09
H -1.484 -4.853 -6.005 0.09
```

Values from the calculation:
- Relative energy (zero: lowest compared OMol25 entry of this formula, charge and spin): 44.7 kcal per mole
- E_HOMO: -8.0781 eV
- E_tot: -101439.68841 eV
- M: 1096.43 u

=====

# C19H69F3N30O18

17 unconnected molecules or ions with the total composition C19H69F3N30O18 (wB97M-V/def2-TZVPD, the Open Molecules 2025 dataset).

XYZ file:
```
139
Properties=species:S:1:pos:R:3:lowdin_charge:R:1
O 4.402 0.298 2.435 0.33
H 4.993 -0.457 2.394 0.17
H 4.940 1.057 2.198 0.17
H 3.618 0.163 1.898 0.08
C 0.529 0.101 1.044 -0.35
O 0.748 0.299 -0.362 -0.11
O 1.836 -0.091 1.574 -0.25
C -0.511 1.039 1.796 -0.67
F -0.047 2.251 1.764 0.14
F -1.651 1.161 1.167 0.16
F -0.773 0.641 2.999 0.16
C -0.263 0.092 -1.317 -0.26
C 0.208 0.307 -2.777 -0.04
H 0.668 -0.615 -3.134 0.05
H -0.634 0.454 -3.453 0.06
H 0.908 1.135 -2.886 0.07
H -1.177 0.686 -1.286 0.09
H -0.732 -0.890 -1.269 0.11
H 0.019 -0.862 1.036 0.12
C 1.445 1.892 5.219 -0.72
O 2.078 2.314 6.187 0.01
N 1.406 2.451 4.038 0.16
N 0.920 0.679 5.047 0.17
H 0.969 1.957 3.273 0.05
H 1.596 3.439 3.953 0.10
H 0.754 0.001 5.777 0.10
H 0.642 0.583 4.081 0.05
C -3.052 -3.493 2.427 -0.72
O -4.215 -3.269 2.200 0.05
N -2.058 -2.654 2.092 0.17
N -2.737 -4.341 3.368 0.17
H -2.207 -2.011 1.328 0.10
H -1.107 -2.990 2.150 0.04
H -3.243 -5.188 3.584 0.13
H -1.777 -4.422 3.674 0.07
C -2.853 -0.933 -4.351 -0.89
O -2.003 -1.352 -5.029 0.05
N -3.384 0.144 -4.652 0.19
N -3.294 -1.514 -3.258 0.23
H -2.978 0.591 -5.461 0.13
H -4.145 0.507 -4.096 0.10
H -4.143 -1.166 -2.835 0.09
H -2.864 -2.384 -2.976 0.07
C -3.221 2.869 4.335 -0.76
O -4.027 3.115 5.238 0.03
N -3.558 2.280 3.255 0.15
N -1.960 3.238 4.211 0.19
H -4.329 1.639 3.136 0.11
H -3.044 2.448 2.402 0.09
H -1.648 3.762 5.016 0.13
H -1.392 2.854 3.470 0.07
C -3.950 3.213 -3.149 -0.69
O -4.458 2.169 -2.824 0.05
N -2.699 3.314 -3.653 0.13
N -4.487 4.401 -2.968 0.18
H -2.257 2.426 -3.848 0.10
H -2.272 4.198 -3.890 0.11
H -4.070 5.249 -3.325 0.11
H -5.451 4.589 -2.732 0.13
C -1.112 -4.363 -2.901 -0.80
O -2.219 -4.190 -2.375 0.01
N -0.550 -3.518 -3.697 0.20
N -0.247 -5.046 -2.350 0.17
H 0.424 -3.766 -3.797 0.10
H -0.977 -2.685 -4.077 0.06
H 0.702 -5.148 -2.682 0.12
H -0.594 -5.591 -1.574 0.14
C 2.727 -3.916 -0.012 -0.72
O 3.004 -4.813 -0.833 -0.02
N 1.649 -3.178 -0.098 0.20
N 3.626 -3.559 0.904 0.17
H 1.732 -2.317 0.424 0.09
H 0.952 -3.442 -0.779 0.11
H 4.461 -4.119 0.807 0.12
H 3.746 -2.614 1.241 0.09
C -4.680 -0.231 0.168 -0.75
O -4.828 -1.001 -0.755 0.06
N -4.422 1.064 0.061 0.14
N -4.279 -0.543 1.328 0.19
H -4.273 1.376 -0.888 0.07
H -4.892 1.732 0.656 0.11
H -4.223 -1.475 1.715 0.07
H -3.825 0.288 1.678 0.07
C 3.928 -2.344 -3.324 -0.80
O 4.479 -1.478 -3.968 0.01
N 4.092 -3.597 -3.606 0.19
N 2.896 -2.040 -2.605 0.20
H 3.615 -4.306 -3.068 0.09
H 4.678 -3.704 -4.422 0.13
H 2.404 -2.840 -2.235 0.06
H 2.720 -1.096 -2.291 0.12
C -1.441 -1.769 6.275 -0.81
O -1.334 -0.851 7.054 0.05
N -1.509 -3.029 6.542 0.18
N -1.733 -1.478 5.023 0.19
H -1.633 -2.992 7.544 0.13
H -1.300 -3.750 5.867 0.09
H -1.712 -2.263 4.388 0.05
H -1.572 -0.548 4.663 0.09
C 3.983 2.382 -0.572 -0.77
O 4.756 1.485 -0.343 0.02
N 4.253 3.582 -1.027 0.17
N 2.733 2.367 -0.189 0.19
H 5.220 3.794 -1.232 0.12
H 3.613 4.280 -0.675 0.09
H 2.405 1.473 0.150 0.07
H 2.128 3.168 -0.301 0.07
C 2.336 -1.801 -7.186 -0.77
O 2.894 -2.243 -8.196 0.02
N 1.161 -1.896 -6.733 0.18
N 3.001 -1.053 -6.328 0.13
H 1.047 -1.547 -5.792 0.10
H 0.276 -1.923 -7.220 0.13
H 2.917 -1.345 -5.364 0.06
H 3.922 -0.722 -6.580 0.11
C 1.231 5.786 1.379 -0.74
O 0.895 4.797 2.055 0.00
N 1.764 6.833 1.888 0.17
N 1.226 5.829 0.060 0.17
H 2.461 7.142 1.226 0.11
H 1.778 7.128 2.853 0.13
H 1.416 6.696 -0.422 0.12
H 0.762 5.101 -0.467 0.07
C 0.651 3.698 -2.534 -0.85
O 1.590 4.121 -1.947 0.02
N -0.450 3.469 -2.039 0.23
N 0.629 3.761 -3.849 0.20
H -0.363 3.342 -1.040 0.14
H -1.290 3.346 -2.584 0.06
H 1.489 3.779 -4.378 0.13
H -0.294 3.605 -4.228 0.08
C 1.315 -3.448 3.719 -0.76
O 0.378 -3.476 2.986 0.05
N 1.471 -4.119 4.841 0.16
N 2.108 -2.451 3.854 0.17
H 2.322 -4.152 5.384 0.12
H 0.687 -4.715 5.065 0.11
H 3.019 -2.725 4.192 0.11
H 2.069 -1.584 3.336 0.08
```

Values from the calculation:
- Relative energy (zero: lowest compared OMol25 entry of this formula, charge and spin): 263.1 kcal per mole
- E_HOMO: -8.7201 eV
- E_tot: -110534.99625 eV
- M: 1062.95 u

=====

# C4H9N2O

2 unconnected molecules or ions with the total composition C4H9N2O (wB97M-V/def2-TZVPD, the Open Molecules 2025 dataset).

XYZ file:
```
16
Properties=species:S:1:pos:R:3:lowdin_charge:R:1
C -1.079 -1.190 -1.743 -0.01
C -0.906 -0.125 -0.720 -0.22
C -1.866 0.219 0.200 0.01
N -1.229 0.673 1.318 0.12
C 0.088 0.543 1.158 -0.05
N 0.280 0.202 -0.112 0.15
H -1.506 -0.879 -2.697 0.10
H -0.128 -1.650 -1.975 0.09
H -1.657 -2.061 -1.453 0.10
H -2.904 0.168 -0.047 0.15
H -1.798 0.918 2.121 0.19
H 0.721 1.228 1.704 0.16
H 1.199 0.146 -0.538 0.17
H 4.117 0.085 0.610 0.06
H 3.409 1.300 1.270 0.05
O 3.260 0.422 0.905 -0.06
```

Values from the calculation:
- Relative energy (zero: lowest compared OMol25 entry of this formula, charge and spin): 20.6 kcal per mole
- E_HOMO: -14.0165 eV
- E_tot: -9315.12183 eV
- M: 101.13 u
- Net charge: +1

=====

# C8H17NO

C8H17NO in the gas phase (wB97M-V/def2-TZVPD, the Open Molecules 2025 dataset).

XYZ file:
```
27
Properties=species:S:1:pos:R:3:lowdin_charge:R:1
C 0.085 0.230 0.535 -0.34
C 1.583 0.326 0.901 -0.40
C -0.133 -0.762 -0.625 -0.10
C -2.159 -0.704 -2.834 -0.16
C -0.523 1.586 0.170 -0.06
C 1.864 1.444 1.911 -0.08
C 2.102 -0.994 1.480 -0.07
N -2.504 -0.273 -1.540 -0.05
C -1.573 -1.226 -0.710 -0.41
O -2.127 -1.809 0.195 0.10
H -3.462 -0.509 -1.303 0.11
H -0.449 -0.161 1.408 0.14
H 2.143 0.552 -0.016 0.14
H 0.451 -1.669 -0.462 0.11
H 0.187 -0.325 -1.569 0.11
H -3.015 -0.615 -3.510 0.09
H -1.704 -1.815 -2.558 0.13
H -1.231 -0.291 -3.221 0.06
H -0.443 2.306 0.982 0.07
H -1.601 1.492 0.052 0.07
H -0.031 2.013 -0.704 0.09
H 1.230 1.332 2.792 0.09
H 2.907 1.417 2.224 0.08
H 1.684 2.428 1.485 0.07
H 1.542 -1.258 2.378 0.09
H 2.027 -1.820 0.776 0.06
H 3.150 -0.895 1.766 0.08
```

Values from the calculation:
- SMILES: CNC(=O)C[C@H](C)C(C)C
- Relative energy (zero: lowest compared OMol25 entry of this formula, charge and spin): 56.2 kcal per mole
- E_HOMO: -9.0492 eV
- E_tot: -12107.93381 eV
- M: 143.23 u

=====

Look up the relative energy (zero: lowest compared OMol25 entry of this formula, charge and spin) of the first one.
44.7 kcal per mole